# 1
{
  "formula": "C8H15ClO",
  "method": "ωB97M-V/def2-TZVPD",
  "species": ["H", "H", "C", "O", "H", "H", "H", "C", "C", "C", "H", "C", "C", "H", "H", "H", "H", "H", "H", "C", "H", "C", "H", "H", "Cl"],
  "xyz": [[1.732, -0.954, -1.589], [-1.145, -0.273, -1.837], [1.752, 1.443, -0.528], [0.833, -1.303, -1.406], [-2.252, 0.183, 1.625], [-0.675, -0.728, 2.275], [1.802, 3.386, -0.914], [1.666, 0.245, 0.436], [-1.341, 0.232, -0.981], [1.758, 2.682, -0.113], [-2.444, 0.502, -1.141], [0.631, -1.006, -0.071], [-0.858, -0.597, 0.202], [1.528, 2.922, 0.842], [-0.755, 1.039, 1.839], [1.644, 0.412, 1.419], [-2.668, -1.764, -0.650], [-1.195, -2.688, -0.398], [-2.113, -2.111, 0.981], [-1.799, -1.879, 0.047], [-0.747, 1.238, -1.004], [-1.114, 0.027, 1.605], [1.723, 1.367, -1.624], [0.797, -1.721, 0.708], [3.239, -0.654, 0.276]],
  "mulliken_charge": [0.46, 0.61, -0.15, -0.50, 0.42, 0.45, 0.27, -0.54, -1.83, -0.74, 0.38, -0.51, 1.75, 0.36, 0.29, 0.66, 0.30, 0.36, 0.49, -1.61, 0.29, -1.72, 0.24, 0.44, -0.17],
  "homo_energy_ev": -9.8,
  "largest_force_ev_per_a": 7.010
}

# 2
{
  "formula": "C23H21ClF6N4PSTi",
  "method": "ωB97M-V/def2-TZVPD",
  "species": ["C", "H", "H", "C", "H", "C", "C", "H", "C", "F", "F", "H", "C", "H", "C", "H", "H", "H", "F", "C", "C", "C", "H", "F", "C", "H", "N", "C", "C", "S", "H", "H", "N", "H", "C", "H", "F", "H", "H", "H", "C", "N", "C", "N", "C", "H", "C", "F", "C", "H", "C", "C", "C", "P", "Ti", "Cl", "C", "H"],
  "xyz": [[-1.633, -2.993, -1.575], [0.822, -3.290, 0.793], [1.918, -1.570, 3.921], [-3.743, -3.791, -0.768], [1.451, -1.628, -5.151], [1.063, 3.214, 3.159], [-1.856, -3.809, 0.690], [4.946, -0.956, 2.461], [0.572, 1.339, -3.813], [-1.396, 0.170, 1.416], [-1.726, -0.120, -0.772], [-4.796, -3.982, -0.929], [-1.021, -3.260, -0.317], [0.497, 6.024, 1.352], [-3.184, -4.074, 0.475], [-0.030, -1.976, 2.508], [1.223, 1.247, 2.360], [-3.407, -3.029, -2.753], [-2.138, 1.942, 0.144], [1.268, -1.209, -3.054], [0.676, 1.004, -2.457], [0.583, 2.071, -1.419], [-3.785, -4.488, 1.273], [-3.225, -1.011, 0.697], [0.336, -2.983, -0.122], [0.868, 5.310, 3.683], [1.843, -1.461, 2.920], [0.440, 4.404, -0.816], [0.609, 4.031, 0.543], [2.909, -0.566, 0.654], [1.266, 2.899, 4.175], [4.144, -1.626, 3.807], [0.566, -1.157, 2.427], [1.565, -2.227, -2.807], [-2.964, -3.254, -1.793], [0.977, -2.842, -0.981], [-3.898, 0.721, -0.639], [0.146, -0.393, 2.947], [-1.019, -2.544, -2.346], [0.299, 2.335, -4.134], [0.825, 0.394, -4.786], [0.704, 1.698, -0.155], [0.965, -0.309, -2.014], [4.086, -1.064, 2.973], [1.211, -0.887, -4.398], [0.319, 5.450, -1.071], [0.852, 4.584, 2.882], [-3.551, 1.019, 1.666], [0.770, 2.672, 0.822], [0.741, 0.652, -5.834], [0.462, 3.450, -1.771], [2.947, -1.041, 2.237], [0.640, 4.978, 1.594], [-2.737, 0.488, 0.411], [0.376, -0.381, 0.076], [-1.171, -4.186, 2.258], [1.021, 2.288, 2.158], [0.373, 3.724, -2.810]],
  "mulliken_charge": [-0.16, 0.71, 0.23, -0.33, 0.42, -0.90, 0.56, 0.25, -0.90, -0.40, -0.32, 0.38, 1.00, 0.41, -0.65, 0.19, -0.03, 0.42, -0.34, -0.33, 0.55, 1.39, 0.42, -0.24, -1.93, 0.38, -0.55, -1.26, 1.21, -0.41, 0.42, 0.20, -0.34, 0.36, -0.83, 0.28, -0.40, 0.43, 0.42, 0.36, -0.87, 0.74, 0.53, -0.51, -0.76, 0.41, -0.61, -0.38, -0.11, 0.38, -0.94, 0.70, -0.86, 1.31, 0.02, -0.26, 0.19, 0.31],
  "homo_energy_ev": [-6.0, -8.0],
  "largest_force_ev_per_a": 0.947,
  "spin_multiplicity": 4
}

# 3
{
  "formula": "C35H56BN6O15P4Tb",
  "method": "ωB97M-V/def2-TZVPD",
  "species": ["C", "H", "O", "H", "H", "H", "N", "H", "N", "C", "H", "H", "C", "H", "H", "O", "H", "C", "C", "O", "P", "H", "O", "H", "H", "H", "H", "C", "C", "H", "H", "H", "O", "Tb", "C", "P", "H", "H", "H", "C", "P", "H", "O", "H", "H", "C", "H", "H", "C", "N", "C", "O", "C", "H", "H", "H", "H", "O", "C", "C", "H", "H", "H", "H", "H", "O", "C", "C", "N", "O", "C", "C", "H", "N", "C", "C", "H", "O", "H", "C", "C", "C", "H", "H", "C", "H", "H", "C", "O", "H", "H", "H", "H", "C", "C", "H", "B", "P", "C", "C", "O", "H", "H", "H", "C", "C", "H", "O", "H", "C", "C", "H", "H", "O", "N", "C", "H", "H"],
  "xyz": [[-2.920, 2.905, -2.886], [-1.580, 0.316, 5.482], [5.586, 2.843, 1.450], [0.188, 3.419, 4.919], [0.021, -5.599, -2.693], [-1.735, -5.793, -0.769], [1.782, -0.421, -0.020], [4.098, -1.117, 1.251], [2.604, -0.123, -2.501], [-1.886, 2.117, -3.372], [-0.027, -4.263, 2.037], [1.029, -1.962, -2.692], [0.396, -5.476, -0.517], [2.427, 2.971, 4.058], [-0.848, 4.605, 4.056], [3.795, 1.737, -0.074], [4.589, -1.921, -3.178], [-1.741, -0.561, 4.846], [-1.011, -1.387, -0.841], [2.668, -0.196, -3.907], [4.032, 4.227, -1.742], [-3.420, -1.137, 6.059], [2.856, 4.096, -0.806], [-3.906, -3.195, 4.657], [2.806, 4.554, 3.318], [-2.087, 3.023, 4.146], [-0.070, 1.358, 4.440], [0.169, 4.246, 4.213], [-3.079, -2.542, 4.431], [-2.536, 1.277, 3.750], [-1.373, -3.610, 1.049], [4.378, 2.875, -3.438], [1.639, -0.420, 1.383], [1.869, 1.724, -1.087], [-1.152, -2.073, 3.035], [5.234, 2.223, 0.014], [5.079, 3.657, 1.533], [1.375, 5.845, 2.200], [-2.199, 4.447, 2.024], [0.097, -2.559, -2.778], [0.583, -3.602, -0.278], [4.044, -3.083, -1.893], [-0.533, 2.294, -1.375], [0.893, -6.935, -2.053], [-3.230, 3.494, 0.966], [3.699, -1.826, 0.551], [-1.121, -5.907, 0.882], [1.976, 0.418, -4.221], [-0.907, -6.161, -0.181], [0.111, -0.215, 3.173], [-2.210, 3.602, 1.330], [3.680, 3.020, -2.798], [-2.040, 1.343, -4.510], [1.498, -7.100, 0.435], [-2.747, 3.419, -1.956], [-0.864, -7.227, -0.319], [-3.307, 1.169, 1.122], [6.284, 1.282, -0.414], [3.746, -2.281, -2.595], [2.808, -1.182, -0.448], [-2.400, -3.628, -0.702], [1.729, -5.391, -2.355], [-1.494, -0.745, -1.590], [-2.398, -3.770, 2.792], [1.414, -5.621, 1.418], [5.281, 3.622, -0.887], [-2.228, -2.881, 3.380], [-1.758, 2.326, 2.057], [-5.197, 3.825, -3.252], [-6.241, 3.792, -3.855], [0.787, -5.855, -1.984], [-2.508, 2.310, 3.398], [1.555, 1.147, 3.820], [-0.205, -2.204, 2.024], [0.724, 5.017, 1.879], [-0.296, -3.468, 1.313], [1.048, 4.695, 0.887], [4.566, 5.410, -2.447], [-0.287, 5.335, 1.796], [-0.934, -0.910, 3.755], [-3.241, 1.308, -5.211], [2.294, 3.580, 3.171], [2.749, 3.071, 2.310], [-3.541, 2.583, 3.193], [0.489, 1.126, 3.516], [-1.943, -4.347, -2.273], [4.497, -2.380, 0.056], [3.110, -1.155, -1.837], [-4.947, 4.570, -2.336], [-0.104, -0.834, -0.517], [-5.135, 2.166, -5.424], [-2.605, -2.690, -2.209], [-1.859, 0.210, 1.649], [1.504, -6.004, 0.393], [-4.266, 2.133, -4.787], [0.358, -3.504, -3.267], [0.586, -0.973, 2.057], [0.169, 2.297, 2.073], [-1.965, -3.412, -1.661], [-2.813, -1.393, 5.182], [0.512, 1.715, -3.223], [3.140, -2.620, 1.095], [-1.208, 0.747, -4.815], [3.033, -2.738, -3.305], [-2.206, 1.129, 1.229], [-0.565, 1.998, -2.626], [-1.818, 1.235, 0.217], [-4.569, 0.525, -6.919], [2.453, -5.742, -0.045], [0.824, 3.869, 2.908], [-0.626, -2.727, -1.439], [-1.669, -1.527, 0.034], [-0.475, -1.968, -3.488], [-2.443, -0.252, -6.671], [-3.428, 0.503, -6.324], [-4.058, 2.925, -3.694], [0.742, 5.097, 4.643], [-1.638, 3.839, 0.431]],
  "mulliken_charge": [-0.46, 0.42, -0.55, 0.32, 0.35, 0.27, 0.96, 0.27, 1.02, 0.48, 0.82, -0.03, 1.97, 0.25, 0.29, 0.30, 0.40, -1.24, -1.13, -0.66, 0.66, 0.35, -0.38, 0.41, 0.66, 0.08, 0.47, -2.05, -1.16, 0.41, 0.16, 0.27, -0.86, 0.44, 0.31, 0.25, 0.34, 0.51, 0.37, -1.18, 0.69, 0.39, -0.35, 0.54, 0.64, -1.79, 0.24, 0.41, -1.74, 0.22, -2.29, -0.33, -0.80, 0.52, 0.71, 0.56, 0.68, -0.76, -1.58, 0.85, 0.39, 0.28, 1.00, 0.46, 0.25, -0.35, -0.45, 2.37, 1.10, -0.67, -1.96, -1.84, 0.03, 0.51, -1.85, -1.49, 0.30, -0.81, 0.35, 0.79, -0.57, -2.15, 0.27, 0.57, -1.12, 0.32, 0.44, -0.61, -0.65, -0.76, 0.57, 0.45, -0.12, -1.81, -0.55, 0.14, 0.72, 0.86, -2.18, -0.58, -0.90, 0.30, 0.65, 0.22, -1.65, 0.94, -0.06, -0.80, 0.35, 2.51, 2.31, 0.25, 0.49, -0.77, 0.86, -0.09, 0.53, 0.27],
  "total_charge": -2,
  "homo_energy_ev": [-1.0, -3.9],
  "largest_force_ev_per_a": 1.969,
  "spin_multiplicity": 7
}

# 4
{
  "formula": "C2BrF3O",
  "method": "ωB97M-V/def2-TZVPD",
  "species": ["C", "F", "F", "Br", "F", "O", "C"],
  "xyz": [[-1.087, 0.997, -0.518], [-2.179, 0.693, -1.263], [2.486, -0.542, 0.761], [0.800, -2.388, 0.070], [-1.345, 1.753, 0.508], [-0.065, 0.609, -0.816], [1.389, -1.123, 1.258]],
  "mulliken_charge": [0.60, -0.17, -0.06, 0.01, -0.14, -0.29, 0.05],
  "homo_energy_ev": -10.0,
  "largest_force_ev_per_a": 4.386
}

# 5
{
  "formula": "C15H37FN2O8S6",
  "method": "ωB97M-V/def2-TZVPD",
  "species": ["H", "C", "H", "H", "C", "H", "H", "H", "C", "H", "H", "O", "C", "S", "O", "H", "H", "O", "H", "H", "H", "H", "H", "H", "C", "O", "S", "H", "H", "C", "C", "H", "S", "C", "H", "C", "H", "H", "C", "H", "H", "C", "C", "O", "O", "N", "O", "H", "C", "H", "H", "H", "H", "H", "H", "F", "H", "S", "H", "S", "H", "N", "S", "C", "O", "H", "H", "H", "C"],
  "xyz": [[-3.543, 0.075, -3.639], [6.729, -5.721, 0.373], [-4.113, -1.441, -4.400], [-8.462, 6.826, 2.356], [0.086, -1.264, 2.826], [-6.907, 4.131, 2.579], [6.319, -4.999, 1.081], [-8.189, 5.720, 0.976], [5.939, 1.068, 2.323], [3.582, -1.866, -4.356], [6.895, 0.559, 2.192], [-4.910, 2.766, 2.090], [-2.486, 2.722, 1.519], [7.854, -4.893, -0.769], [-10.070, 5.091, 3.960], [-1.757, -1.169, -2.367], [5.917, -6.165, -0.203], [1.638, 2.555, 1.185], [-2.033, -2.588, -1.330], [-4.252, 0.801, 0.074], [-2.411, 0.813, 2.621], [2.041, 0.128, -4.985], [7.265, -6.508, 0.907], [-5.277, -0.331, -3.638], [-2.366, -2.062, -2.225], [1.423, 0.310, 0.452], [1.353, -1.627, -3.500], [3.009, -3.341, -3.542], [8.424, -3.625, 1.195], [-8.887, 6.017, 1.761], [-4.267, -0.739, -3.579], [-2.439, 3.356, 2.461], [-4.094, -1.603, -2.007], [1.140, -0.477, -4.873], [-7.558, 3.553, 4.131], [-4.054, 2.473, 1.258], [0.941, -1.029, -5.793], [-2.029, 0.688, 0.773], [8.973, -4.257, 0.494], [2.435, -2.962, -5.184], [0.293, 0.173, -4.650], [4.923, -0.874, 0.778], [-1.858, 1.272, 1.734], [0.170, -2.539, -3.492], [-4.148, -0.573, -0.922], [-4.433, 1.829, -0.013], [7.124, -3.728, -1.349], [9.746, -3.666, 0.002], [2.731, -2.537, -4.224], [5.763, 1.758, 1.497], [5.942, -1.263, 0.740], [9.438, -5.090, 1.024], [-9.819, 6.354, 1.305], [-2.014, 3.214, 0.616], [4.218, -1.692, 0.622], [-0.143, 2.028, -0.612], [-3.729, 2.172, -0.693], [0.646, 1.547, 0.759], [4.778, -0.122, 0.001], [4.602, -0.142, 2.394], [-0.110, -2.373, 2.880], [-0.401, 1.282, 2.119], [-9.249, 4.599, 2.816], [-7.564, 4.376, 3.416], [4.970, -1.152, 3.429], [5.950, 1.623, 3.261], [-7.220, 5.287, 3.909], [-2.268, -2.722, -3.087], [-0.139, -0.086, 2.565]],
  "mulliken_charge": [0.26, -0.87, 0.39, 0.29, -0.24, 0.21, 0.26, 0.33, -0.97, 0.37, 0.31, -0.51, -0.49, 0.49, -0.63, 0.17, 0.31, -0.63, 0.36, 0.42, 0.54, 0.35, 0.36, 0.33, -0.91, -0.50, 0.67, 0.32, 0.26, -0.89, -0.91, 0.28, 0.36, -0.98, 0.30, 0.36, 0.35, 0.26, -0.88, 0.35, 0.28, -0.90, -0.65, -0.63, -0.66, -0.54, -0.59, 0.32, -1.04, 0.33, 0.33, 0.36, 0.31, 0.30, 0.27, -0.23, 0.31, 1.22, 0.35, 0.64, 0.33, 0.01, 0.49, -0.74, -0.69, 0.31, 0.34, 0.46, -0.10],
  "homo_energy_ev": -8.5,
  "largest_force_ev_per_a": 7.798
}

# 6
{
  "formula": "C4H20N2O8",
  "method": "ωB97M-V/def2-TZVPD",
  "species": ["H", "H", "H", "H", "H", "H", "O", "H", "O", "C", "N", "H", "O", "C", "O", "C", "H", "H", "O", "N", "H", "C", "O", "H", "H", "O", "H", "H", "H", "H", "H", "H", "O", "H"],
  "xyz": [[-1.301, 0.829, -1.037], [0.631, -0.254, -3.375], [0.041, -2.466, 1.916], [2.394, -1.701, -1.184], [-0.766, -2.487, -2.734], [1.727, 1.133, -0.974], [3.177, 1.259, 1.716], [2.755, 2.170, -0.469], [1.999, -2.272, -1.754], [0.400, -0.643, 0.715], [1.587, -0.265, 1.354], [-0.014, 1.166, -3.504], [0.519, 2.354, 1.642], [-0.501, -1.454, 1.633], [-1.725, 1.661, -0.837], [2.429, 0.710, 0.875], [-2.026, -0.422, 0.724], [-2.670, 2.458, 0.543], [0.114, 0.364, -2.962], [2.489, 1.247, -0.411], [-2.194, -1.988, 0.129], [-1.853, -1.424, 1.066], [-2.708, 1.843, 1.370], [-0.725, -1.851, -1.458], [-0.394, 2.197, 1.956], [-1.243, -2.420, -1.958], [-0.582, -0.720, 2.540], [-2.340, 1.000, 1.128], [-0.943, 2.148, -0.514], [1.122, 2.342, 2.317], [1.690, -0.544, 2.321], [-2.624, -1.703, 1.766], [0.238, -0.381, -0.456], [1.295, -1.886, -2.085]],
  "mulliken_charge": [0.24, 0.26, 0.29, 0.35, 0.32, 0.33, -0.68, 0.26, -0.62, 0.19, 0.09, 0.27, -0.57, -0.02, -0.78, 0.32, 0.22, 0.39, -0.45, -0.40, 0.29, -1.02, -0.74, 0.14, 0.34, -0.62, 0.37, 0.03, 0.42, 0.29, 0.26, 0.40, -0.37, 0.19],
  "homo_energy_ev": -10.4,
  "largest_force_ev_per_a": 6.741
}